{"formula": "C42H100AsF6N4O22", "method": "ωB97M-V/def2-TZVPD", "elements": ["H", "H", "H", "H", "H", "C", "H", "C", "H", "H", "H", "C", "H", "H", "As", "H", "F", "O", "H", "H", "O", "C", "H", "H", "C", "H", "H", "H", "H", "H", "H", "C", "H", "C", "H", "O", "H", "C", "N", "C", "C", "C", "O", "C", "F", "H", "N", "H", "H", "H", "H", "H", "F", "O", "H", "H", "H", "H", "H", "H", "H", "O", "H", "O", "H", "H", "H", "H", "H", "C", "C", "H", "H", "O", "H", "O", "C", "C", "F", "C", "C", "H", "C", "C", "H", "O", "C", "H", "H", "H", "O", "H", "H", "H", "C", "H", "C", "C", "H", "C", "O", "H", "H", "C", "C", "H", "C", "C", "H", "C", "O", "H", "O", "C", "H", "C", "C", "C", "F", "F", "H", "H", "O", "O", "H", "O", "H", "O", "H", "H", "H", "H", "C", "H", "H", "H", "H", "H", "H", "C", "H", "H", "H", "H", "O", "C", "H", "H", "N", "H", "H", "H", "O", "H", "H", "H", "C", "C", "H", "H", "C", "H", "H", "H", "H", "C", "C", "H", "H", "H", "H", "O", "N", "H", "O"], "xyz": [[-0.284, -6.609, -3.401], [0.294, 8.762, 9.280], [6.246, -7.058, 0.937], [-0.081, 3.581, -12.617], [0.705, -0.298, -11.538], [12.628, -6.944, 2.914], [13.138, 3.288, 4.638], [8.400, 1.021, 3.971], [-5.075, -4.404, 3.050], [-7.203, 8.055, -4.647], [2.413, 0.721, -7.437], [-2.210, 1.064, 13.599], [-5.431, 3.184, -0.704], [-11.196, -6.804, -8.493], [1.687, -0.446, 0.420], [8.608, -5.845, 2.585], [2.235, 0.402, 1.867], [-5.439, -5.833, 4.405], [-8.743, -4.975, 6.190], [-2.670, 2.052, 13.613], [11.683, 1.998, 2.960], [7.312, -7.164, 0.738], [-9.763, -5.966, 4.083], [8.119, 0.537, 3.035], [-1.968, 0.625, 7.802], [0.444, 5.901, 3.649], [-3.658, -5.210, 3.592], [8.430, 0.249, 4.739], [7.747, -6.216, 0.420], [10.795, 3.567, 3.811], [-4.729, 3.927, 0.698], [-1.265, 0.844, 12.428], [-2.021, 10.273, 7.497], [-11.357, -5.489, -6.224], [3.268, 4.522, -4.080], [-2.046, 0.774, 11.284], [7.372, -7.926, -0.039], [-5.666, 6.381, -2.980], [10.408, -7.669, 3.664], [-6.769, -5.590, 4.493], [9.012, -7.403, 4.061], [-9.624, -3.432, -3.709], [-2.354, 0.547, 9.156], [-5.024, 5.285, -1.021], [0.094, -0.755, 1.263], [0.393, 0.821, -8.736], [0.601, 7.243, 6.212], [-0.866, -8.071, -5.178], [-1.842, 1.189, -12.257], [0.970, 8.895, 1.877], [0.705, 8.182, 5.856], [-5.104, 6.243, -0.507], [2.341, -1.994, 1.158], [-0.053, 9.606, 7.361], [-11.735, -3.612, -5.252], [-8.039, -2.582, -2.465], [-5.578, 7.521, -5.171], [-3.980, 5.187, -1.318], [8.558, -8.371, 4.271], [2.538, 6.662, 5.872], [-12.425, -5.438, -6.434], [-1.201, -7.172, -5.201], [0.654, -0.907, -9.046], [-10.522, -5.157, -7.327], [13.855, 3.614, 3.067], [-9.875, -7.512, 4.947], [0.723, 6.465, 8.258], [-0.234, 1.206, -13.163], [-1.183, -0.062, 7.489], [12.554, -7.641, 0.641], [-0.845, 1.618, -12.360], [13.033, -6.731, 0.282], [-10.583, -5.992, 5.556], [10.784, -0.084, 2.913], [-0.862, 11.296, 6.832], [12.777, -8.038, 2.003], [1.397, 6.309, 3.984], [-1.014, 10.643, 7.690], [3.252, -0.212, -0.385], [-5.412, 4.111, -0.132], [11.623, 3.396, 3.123], [-3.014, 5.556, -11.777], [0.011, 8.500, 8.261], [-9.719, -6.440, 5.064], [-3.027, 0.344, 13.645], [-7.543, -2.364, -4.370], [10.639, 1.112, 3.188], [13.050, 4.845, 3.917], [13.182, -6.111, 2.482], [-10.054, -5.888, -9.235], [9.575, 1.744, 3.623], [-1.696, 0.919, 14.549], [-0.907, 11.217, 8.610], [11.528, -7.362, 0.397], [-0.342, -6.295, -4.443], [0.677, -6.126, -4.793], [-1.407, 0.761, 10.100], [-6.190, -2.135, -4.157], [2.756, 5.835, -5.997], [11.167, -6.567, 3.243], [-0.197, 0.864, 9.933], [-0.865, -0.145, 12.649], [8.949, -6.800, 4.968], [-2.294, 5.099, -12.456], [2.912, 0.269, -8.295], [-8.539, -6.476, 7.000], [12.971, 3.783, 3.682], [3.990, 4.855, -4.826], [2.298, 5.857, 3.569], [1.078, 7.830, 2.080], [-2.092, 3.752, -12.045], [3.119, -0.741, -7.941], [8.088, -7.689, 1.786], [-1.050, 3.093, -12.726], [-6.401, 4.277, 0.294], [0.869, 7.369, 7.665], [0.172, 0.209, -10.735], [-4.688, -5.395, 3.289], [1.038, -1.378, -0.956], [1.024, 1.045, -0.273], [7.155, -6.578, 3.176], [-5.813, -1.549, -4.996], [-5.792, 5.363, -2.269], [-4.893, 7.323, -2.806], [-1.569, 1.613, 7.571], [1.556, 7.607, 3.435], [3.917, 0.687, -8.348], [3.493, 6.030, -5.414], [1.488, 5.330, 5.875], [10.726, -6.112, 2.355], [-0.799, -5.310, -4.537], [13.159, -7.301, 3.796], [-10.908, -5.756, -8.572], [4.908, 5.027, -4.264], [1.789, 7.482, 1.330], [11.165, -5.876, 4.086], [-7.542, -4.025, -3.181], [-4.661, -6.111, 2.468], [-2.816, 0.512, 7.125], [-8.549, -6.032, 6.005], [4.098, 4.073, -5.578], [-11.681, -5.136, -9.027], [-2.731, 5.176, -13.452], [-5.645, -3.079, -4.133], [2.262, 0.325, -9.524], [-8.147, -3.143, -3.393], [-11.117, -6.509, -5.925], [-0.476, 1.589, 12.322], [-0.093, 1.575, -11.104], [12.850, -8.487, 0.019], [-0.668, 1.903, -10.341], [-10.044, -3.703, -2.740], [-7.479, -4.875, 3.719], [-11.718, -4.889, -4.098], [-1.394, 5.680, -12.657], [7.560, 1.693, 4.149], [1.555, 6.356, 5.515], [-11.248, -4.560, -5.025], [1.884, 7.690, 7.900], [-1.323, 3.220, -13.774], [8.187, -6.799, 2.906], [-10.061, -2.500, -4.067], [-5.964, -1.473, -3.322], [-7.008, 6.799, -5.878], [-0.989, 8.069, 8.301], [0.866, 0.100, -9.403], [-6.597, 7.202, -4.952], [11.461, 3.782, 2.117], [10.424, -8.075, 2.740], [-9.364, -4.251, -5.625], [0.116, 7.337, 1.943], [-6.566, 6.279, -3.963], [-9.834, -4.464, -4.756], [-0.786, -0.300, -10.633], [-7.279, -6.303, 5.519]], "mulliken_charge": [0.25, 0.39, 0.31, 0.35, 0.37, -0.70, 0.30, -0.64, 0.32, 0.26, 0.31, -1.25, 0.31, 0.31, 2.00, 0.36, -0.48, -0.31, 0.32, 0.32, -0.30, -0.75, 0.30, 0.31, -0.64, 0.42, 0.24, 0.28, 0.32, 0.28, 0.38, -0.14, 0.34, -0.45, 0.24, -0.25, 0.23, 0.82, -0.38, 0.76, -0.76, -0.56, -0.31, -0.22, -0.52, 0.30, -0.36, 0.28, 0.35, 0.23, 0.27, 0.32, -0.53, -0.30, 0.34, 0.46, 0.33, 0.30, 0.32, 0.38, 0.39, -0.51, 0.35, -0.32, 0.29, 0.30, 0.36, 0.39, 0.30, -0.68, -0.56, 0.33, 0.32, -0.58, 0.27, -0.38, -0.52, -0.80, -0.49, -1.18, -0.06, 0.27, -0.53, -1.00, 0.32, -0.31, 0.74, 0.38, 0.40, 0.27, -0.34, 0.38, 0.27, 0.23, -0.47, 0.25, 0.71, -0.75, 0.30, -0.53, -0.56, 0.24, 0.39, -0.77, -0.78, 0.33, -1.15, -0.42, 0.34, -0.67, -0.33, 0.31, -0.32, -0.66, 0.30, -0.64, -0.77, -0.61, -0.49, -0.49, 0.49, 0.24, -0.24, -0.60, 0.29, -0.32, 0.27, -0.51, 0.36, 0.26, 0.20, 0.32, -0.78, 0.21, 0.27, 0.44, 0.40, 0.25, 0.25, -0.31, 0.18, 0.29, 0.31, 0.32, -0.32, -0.74, 0.32, 0.34, -0.31, 0.27, 0.21, 0.34, -0.60, 0.33, 0.31, 0.27, -0.69, -0.68, 0.34, 0.43, -0.51, 0.35, 0.30, 0.23, 0.32, -0.43, -0.67, 0.22, 0.33, 0.28, 0.28, -0.33, -0.36, 0.40, -0.30], "gap_ev": 9.240, "multiplicity": 1, "total_charge": -1}